1.
{
  "formula": "C36H57FI2O35S8",
  "method": "ωB97M-V/def2-TZVPD",
  "species": ["C", "C", "C", "O", "C", "C", "O", "C", "C", "C", "C", "S", "O", "O", "O", "C", "I", "C", "C", "I", "C", "F", "C", "C", "O", "C", "O", "C", "C", "C", "C", "C", "C", "H", "H", "H", "H", "H", "H", "H", "H", "H", "H", "H", "H", "H", "H", "H", "H", "H", "H", "H", "H", "H", "H", "H", "H", "H", "H", "H", "H", "H", "C", "C", "O", "S", "O", "O", "O", "H", "H", "H", "H", "C", "C", "O", "S", "O", "O", "O", "H", "H", "H", "H", "C", "C", "O", "S", "O", "O", "O", "H", "H", "H", "H", "C", "C", "O", "S", "O", "O", "O", "H", "H", "H", "H", "C", "C", "O", "S", "O", "O", "O", "H", "H", "H", "H", "C", "C", "O", "S", "O", "O", "O", "H", "H", "H", "H", "C", "C", "O", "S", "O", "O", "O", "H", "H", "H", "H"],
  "xyz": [[-0.50206, -3.31767, 2.43858], [-0.69638, -2.97180, 1.30826], [-0.75221, -2.56543, -0.11144], [-1.79086, -1.66063, -0.32996], [-1.91225, -1.37169, -1.73839], [-2.33289, 0.10854, -1.84166], [-1.14434, 0.84629, -2.09705], [-0.88615, 1.87679, -1.14995], [-0.35524, 3.08591, -1.91816], [-0.08932, 4.34412, -1.02872], [-0.47218, 5.58813, -1.87144], [0.71173, 5.79062, -3.22252], [1.92642, 5.07029, -2.95950], [0.97691, 7.17510, -3.46087], [0.07088, 5.20888, -4.57375], [0.07018, 1.29352, -0.06010], [-0.61927, 1.90593, 1.91319], [1.55797, 1.64769, -0.21983], [2.18121, 1.11150, -1.53364], [2.63027, 0.62660, 1.40820], [-3.33192, 0.38811, -2.96719], [-2.74072, 0.28357, -4.22534], [-4.62462, -0.41372, -2.91285], [-5.60992, 0.06809, -1.81620], [-0.93408, -3.73722, -0.92446], [0.27748, -4.14592, -1.44950], [0.81617, -5.12086, -1.00636], [0.91779, -3.40721, -2.59876], [0.32402, -3.29301, -3.85374], [1.00332, -2.59470, -4.84616], [2.22849, -1.99003, -4.60398], [2.80995, -2.09716, -3.33962], [2.15816, -2.81605, -2.34858], [-0.19151, -3.82826, 3.32519], [0.19923, -2.05165, -0.34125], [-0.93937, -1.47833, -2.22699], [-2.65449, -2.06069, -2.14472], [-2.82234, 0.35593, -0.89088], [-1.78493, 2.21678, -0.61863], [-1.16830, 3.38607, -2.59784], [0.50773, 2.87014, -2.55449], [-0.71175, 4.30226, -0.13174], [0.97452, 4.47040, -0.82320], [-0.29253, 6.45795, -1.23170], [-1.49289, 5.54357, -2.25585], [0.14661, 4.24162, -4.59758], [-0.03219, 0.20718, -0.06069], [1.79357, 2.69754, -0.06741], [2.60853, 1.97906, -2.06070], [3.00019, 0.41141, -1.38865], [1.42281, 0.70942, -2.21568], [-3.61861, 1.44878, -2.87231], [-4.48729, -1.49502, -2.82528], [-5.12289, -0.25413, -3.87695], [-5.44944, 1.12098, -1.56307], [-5.62659, -0.59252, -0.94742], [-6.61613, 0.02367, -2.24969], [-0.63976, -3.76360, -4.02890], [0.55091, -2.53470, -5.83304], [2.72256, -1.44972, -5.40554], [3.76377, -1.60964, -3.15930], [2.61001, -2.93198, -1.37002], [-1.48393, 6.22793, -7.36916], [-0.27253, 6.32371, -8.26906], [-0.80740, 6.25619, -9.59791], [-2.25786, 6.94280, -9.62600], [-2.12440, 8.27664, -10.08799], [-3.17144, 6.03052, -10.21145], [-2.50074, 6.98262, -8.04023], [-1.83019, 5.19580, -7.27645], [-1.29627, 6.63660, -6.38042], [0.43825, 5.51952, -8.10085], [0.23373, 7.28421, -8.15352], [5.65322, -2.85802, 2.85653], [5.18592, -4.29076, 2.71785], [3.79551, -4.24881, 3.06070], [3.17460, -2.83832, 2.60651], [2.53734, -3.01222, 1.35175], [2.51234, -2.26553, 3.71944], [4.56165, -2.06937, 2.36795], [5.82481, -2.59404, 3.90200], [6.55299, -2.65677, 2.28107], [5.72103, -4.97068, 3.37508], [5.27169, -4.64013, 1.68622], [0.07774, 5.62184, 5.95965], [0.67613, 4.26075, 6.22509], [1.18906, 3.84009, 4.94962], [1.68974, 5.11814, 4.12707], [3.09326, 5.25056, 4.28827], [1.07854, 5.08613, 2.84743], [0.97309, 6.23999, 5.02241], [-0.90496, 5.53903, 5.49078], [-0.00198, 6.22424, 6.86064], [-0.06126, 3.55105, 6.60222], [1.51552, 4.32410, 6.92360], [0.89192, -7.34514, 1.85145], [0.37185, -8.47872, 1.00005], [0.07117, -9.52341, 1.93968], [-0.41058, -8.87399, 3.32192], [-1.83135, -8.86918, 3.35503], [0.36086, -9.42936, 4.37260], [0.08396, -7.37840, 3.03854], [1.93186, -7.50806, 2.14270], [0.80149, -6.38093, 1.35484], [1.09763, -8.81914, 0.26734], [-0.55344, -8.20130, 0.49124], [6.81667, 4.04533, -3.45188], [7.03088, 4.69673, -4.80262], [5.71364, 4.97511, -5.28143], [4.74590, 5.30946, -4.02976], [4.65840, 6.71661, -3.89157], [3.59729, 4.48930, -4.10352], [5.71628, 4.75050, -2.87386], [6.53414, 2.99506, -3.55635], [7.69199, 4.12210, -2.81162], [7.56098, 4.05161, -5.49857], [7.56649, 5.64418, -4.70555], [-5.16241, -7.81716, 3.50929], [-5.66894, -9.23938, 3.44143], [-7.02561, -9.15862, 3.89988], [-7.65149, -7.74460, 3.47097], [-8.39866, -7.91762, 2.27760], [-8.20549, -7.13389, 4.62402], [-6.27518, -7.01048, 3.09848], [-4.89697, -7.53782, 4.53063], [-4.31006, -7.65043, 2.85678], [-5.09308, -9.91767, 4.06437], [-5.67821, -9.61028, 2.41414], [-1.67810, 0.35128, 9.16834], [-0.70064, 1.03395, 10.10027], [-0.53963, 2.34835, 9.54747], [-1.91334, 2.80916, 8.86399], [-2.62737, 3.62934, 9.77005], [-1.62386, 3.22971, 7.53531], [-2.61788, 1.37488, 8.81328], [-1.18584, 0.00795, 8.25624], [-2.18819, -0.48446, 9.63951], [0.25556, 0.52103, 10.15200], [-1.11229, 1.13669, 11.10635]],
  "mulliken_charge": [0.1429, -1.8679, 1.4449, -0.4195, -0.2709, 0.1775, -0.2681, -0.8011, -0.3004, -0.4889, -1.2742, 1.1400, -0.4143, -0.6593, -0.3444, -1.5092, 0.2089, -0.2789, -1.0272, 0.1488, -0.2202, -0.4203, -0.5460, -1.2104, -0.3788, 0.0742, -0.5409, 0.7034, -0.1592, -0.5746, -0.6002, -0.5941, -0.1507, 0.6002, -0.0956, -0.0284, 0.3475, 0.4319, 0.8935, 0.9664, -0.1218, 0.4638, 0.2006, 0.4178, 0.5244, 0.3279, 0.6276, 0.8245, -0.0302, 0.5049, 0.2230, 0.3890, 0.1844, 0.4820, 0.2968, 0.3017, 0.3868, 0.4560, 0.3998, 0.4204, 0.4296, 0.4908, -0.1556, -0.3167, -0.3416, 1.0912, -0.5266, -0.5377, -0.3264, 0.2711, 0.1913, 0.2885, 0.3423, -0.3818, -0.3592, -0.3202, 0.8199, -0.1587, -0.5501, -0.2598, 0.2969, 0.3327, 0.3184, 0.2553, -0.3555, -0.1225, -0.2772, 1.0588, -0.6010, -0.3809, -0.3590, 0.3058, 0.3514, 0.1879, 0.2819, 0.1066, -0.3113, -0.3595, 0.9910, -0.4364, -0.5733, -0.2347, 0.1906, -0.0192, 0.3391, 0.2993, -0.3208, -0.3826, -0.3309, 1.1725, -0.6030, -0.4119, -0.3280, 0.2681, 0.3088, 0.3120, 0.2983, -0.1903, -0.3157, -0.3248, 1.0807, -0.5312, -0.5343, -0.3133, 0.2842, 0.2353, 0.2916, 0.3209, -0.3069, -0.3387, -0.2939, 1.0587, -0.5536, -0.5304, -0.3156, 0.2760, 0.3174, 0.3191, 0.2906],
  "energy_ha": -7919.8040,
  "largest_force_ev_per_a": 3.25,
  "homo_lumo_gap_ev": 8.52
}

---

2.
{
  "formula": "C7H12N3S",
  "method": "ωB97M-V/def2-TZVPD",
  "species": ["C", "N", "C", "C", "S", "N", "C", "C", "N", "C", "C", "H", "H", "H", "H", "H", "H", "H", "H", "H", "H", "H", "H"],
  "xyz": [[2.13975, 0.88646, -0.65060], [1.01163, 1.16605, -1.51832], [1.18518, 1.56296, -2.87766], [-0.05352, -0.04099, -1.31696], [-0.72018, -0.76263, -2.56118], [-0.41097, -0.26975, -0.03215], [-0.48059, 0.76407, 0.85103], [-0.98052, 0.18754, 2.01279], [-1.23894, -1.10148, 1.77823], [-1.78318, -2.09019, 2.70986], [-0.87060, -1.42568, 0.51188], [1.68475, 0.70635, 0.32378], [2.74325, 0.12536, -1.12269], [2.78194, 1.73938, -0.72945], [0.13350, 2.00863, -3.17368], [1.80070, 2.44306, -2.98041], [1.50254, 0.81842, -3.51126], [-0.25972, 1.73687, 0.54059], [-1.17106, 0.69454, 2.91645], [-1.54406, -3.08954, 2.38183], [-1.31850, -1.79789, 3.73757], [-2.97740, -1.94713, 2.67834], [-1.17401, -2.31440, 0.03203]],
  "mulliken_charge": [-1.0061, 0.0274, -1.0131, 0.1196, -0.1811, 0.2753, -0.5195, -0.4366, 0.0979, -0.8503, -0.2162, 0.3778, 0.3287, 0.3991, 0.3400, 0.3085, 0.4478, 0.6199, 0.4910, 0.3714, 0.3239, 0.3105, 0.3844],
  "energy_ha": -836.0618,
  "largest_force_ev_per_a": 6.48,
  "smiles": "CN(C)C(=S)[n+]1ccn(C)c1",
  "homo_lumo_gap_ev": 7.86,
  "total_charge": 1
}

---

3.
{
  "formula": "C27H24NO9",
  "method": "ωB97M-V/def2-TZVPD",
  "species": ["N", "C", "C", "C", "O", "H", "H", "H", "H", "H", "H", "H", "H", "C", "C", "C", "O", "C", "C", "C", "O", "H", "H", "H", "H", "C", "C", "C", "O", "C", "C", "C", "O", "H", "H", "H", "H", "C", "C", "C", "O", "C", "C", "C", "O", "H", "H", "H", "H", "C", "C", "C", "O", "C", "C", "C", "O", "H", "H", "H", "H"],
  "xyz": [[-1.40314, 1.01598, 3.65618], [-2.38385, 2.15942, 3.62731], [-3.75970, 1.63699, 3.16835], [-4.78382, 1.49785, 4.21157], [-4.07783, 0.34374, 3.54659], [-1.82072, 0.14827, 3.30563], [-1.04377, 0.85583, 4.59607], [-0.59038, 1.22663, 3.07183], [-2.52966, 2.53592, 4.62914], [-2.04628, 2.91581, 2.93097], [-4.09987, 1.94201, 2.19297], [-4.54996, 1.26744, 5.23792], [-5.80710, 1.57575, 3.88259], [-1.47300, 1.22483, -1.96842], [-2.54755, 1.14909, -2.74975], [-3.64876, 0.19685, -2.45151], [-4.63236, 0.12663, -3.15141], [-3.50618, -0.67302, -1.24960], [-2.42592, -0.59385, -0.47909], [-1.33609, 0.36357, -0.77689], [-0.36264, 0.42835, -0.04362], [-0.66051, 1.91036, -2.17087], [-2.66459, 1.76797, -3.62671], [-4.31912, -1.36080, -1.05358], [-2.28780, -1.22023, 0.39513], [1.16971, -5.19618, -0.91900], [0.59069, -4.31942, -1.73435], [0.74137, -2.85805, -1.52158], [0.21198, -2.05551, -2.26067], [1.56357, -2.40887, -0.36950], [2.14170, -3.28572, 0.44601], [1.98931, -4.74848, 0.23548], [2.51788, -5.55129, 0.97579], [1.07694, -6.26647, -1.05177], [-0.00999, -4.62023, -2.58323], [1.66085, -1.33812, -0.24327], [2.75211, -2.98208, 1.28679], [-1.80181, 7.38798, -3.51651], [-1.27718, 6.16893, -3.60365], [-2.14033, 4.96522, -3.66794], [-1.66100, 3.85095, -3.74224], [-3.61018, 5.16580, -3.63725], [-4.13691, 6.38372, -3.54990], [-3.27405, 7.59342, -3.48168], [-3.75264, 8.70058, -3.39950], [-1.19447, 8.28270, -3.46821], [-0.20924, 5.99399, -3.63274], [-4.21887, 4.27147, -3.69161], [-5.20508, 6.55768, -3.52614], [6.36069, -5.46806, 2.36869], [5.67251, -4.59297, 1.64152], [6.32564, -3.40229, 1.04757], [5.68519, -2.60216, 0.39500], [7.77879, -3.22074, 1.28455], [8.46995, -4.09566, 2.00979], [7.81627, -5.28927, 2.61070], [8.44651, -6.08334, 3.27130], [5.90461, -6.34359, 2.81305], [4.61403, -4.70340, 1.44557], [8.23196, -2.34463, 0.83840], [9.53011, -3.98731, 2.19970]],
  "mulliken_charge": [-0.2567, -0.7647, 0.3559, -0.6114, -0.4586, 0.3242, 0.3567, 0.3557, 0.3895, 0.3132, 0.3993, 0.3158, 0.2734, -0.4875, -0.4293, 0.2491, -0.5414, -0.6935, -0.1995, 0.6181, -0.6845, 0.5320, 0.6253, 0.4751, 0.5630, -0.4366, -0.4598, 0.4093, -0.5537, -0.4127, -0.1837, 0.4974, -0.5835, 0.4293, 0.4252, 0.4719, 0.3966, -0.3868, -0.4202, 0.5177, -0.5019, -0.2399, -0.4182, 0.2768, -0.5205, 0.4091, 0.4165, 0.4452, 0.4178, -0.3911, -0.0202, 0.4444, -0.5446, -0.4260, -0.3983, 0.3229, -0.5282, 0.4490, 0.2489, 0.4144, 0.4139],
  "energy_ha": -1774.7322,
  "largest_force_ev_per_a": 2.36,
  "homo_lumo_gap_ev": 7.81,
  "total_charge": 1
}

---

4.
{
  "formula": "C20H45CrN2P3S2",
  "method": "ωB97M-V/def2-TZVPD",
  "species": ["Cr", "P", "P", "P", "H", "C", "C", "H", "C", "C", "C", "C", "C", "C", "C", "C", "C", "H", "H", "H", "H", "H", "H", "H", "H", "H", "H", "H", "H", "H", "H", "H", "H", "H", "H", "H", "H", "H", "H", "H", "H", "H", "H", "H", "H", "H", "C", "C", "C", "C", "C", "C", "S", "H", "H", "H", "H", "H", "H", "C", "N", "C", "S", "N", "C", "H", "H", "H", "H", "H", "H", "H", "H"],
  "xyz": [[0.04669, 0.71229, 0.49012], [1.92243, 1.96671, 1.44922], [-1.38316, 1.04595, 2.21034], [-1.07493, 2.24083, -0.79573], [0.63923, -4.76184, -7.43036], [0.83384, -3.74204, -7.77299], [2.07546, -3.23127, -7.78794], [2.93658, -3.81223, -7.44427], [3.23431, 0.89408, 2.11507], [1.73550, 3.19507, 2.78445], [2.80196, 2.89956, 0.15306], [-2.88112, 0.02040, 1.97051], [-0.81841, 0.52300, 3.86205], [-2.08756, 2.69217, 2.61610], [-0.60975, 2.42839, -2.55222], [-0.81493, 3.96837, -0.22701], [-2.89488, 2.09275, -0.95167], [-0.01959, -3.18134, -8.16347], [2.27990, -2.23908, -8.20051], [3.34584, 0.00463, 1.48516], [2.99075, 0.57495, 3.13772], [4.17266, 1.47056, 2.12115], [1.27687, 2.74887, 3.67680], [1.11953, 4.04034, 2.45029], [2.74121, 3.56650, 3.04751], [3.22291, 2.21536, -0.59347], [3.61021, 3.45944, 0.64787], [2.13925, 3.60433, -0.36409], [-3.58840, 0.24559, 2.77880], [-2.60740, -1.04031, 2.00358], [-3.34462, 0.24112, 1.00323], [-1.39342, 1.06936, 4.62102], [0.24809, 0.73610, 3.99902], [-0.99032, -0.55242, 3.98300], [-2.66691, 2.58640, 3.54249], [-2.75049, 3.07455, 1.83359], [-1.28747, 3.41828, 2.79842], [-1.20196, 3.23955, -2.99456], [-0.79672, 1.50257, -3.10226], [0.45678, 2.65673, -2.64401], [-1.51827, 4.61514, -0.76804], [0.20567, 4.29756, -0.44529], [-0.98861, 4.09740, 0.84519], [-3.21604, 2.75025, -1.77055], [-3.45479, 2.34902, -0.04435], [-3.13316, 1.05827, -1.22470], [0.64464, -0.91242, -2.67592], [-0.72235, -1.25696, -2.73048], [-1.18903, -2.07706, -3.75441], [-0.30065, -2.62042, -4.68426], [1.06589, -2.33061, -4.59887], [1.54529, -1.49575, -3.60411], [1.31918, 0.18914, -1.53744], [-1.15890, 0.13563, -0.23615], [-1.39662, -0.90301, -1.94724], [-2.25519, -2.29031, -3.81217], [-0.66266, -3.27195, -5.48148], [1.74487, -2.75640, -5.33240], [2.60772, -1.26424, -3.50765], [0.98345, -2.70877, 4.71391], [1.23237, -2.47516, 3.28942], [0.31060, -2.25927, 2.34082], [0.80361, -1.50419, 0.86906], [-0.97282, -2.68939, 2.48318], [-1.31840, -3.83439, 3.33080], [0.95492, -3.78607, 4.92053], [0.06578, -2.23339, 5.07741], [1.81814, -2.27658, 5.28243], [2.14907, -2.10583, 3.03711], [-1.48451, -2.63090, 1.59383], [-2.17451, -4.34915, 2.87347], [-0.49605, -4.55508, 3.41859], [-1.62660, -3.47941, 4.32376]],
  "mulliken_spin": [2.6753, -0.1118, -0.1291, -0.0995, 0.0000, 0.0029, -0.0002, 0.0000, 0.0069, 0.0110, 0.0304, 0.0246, 0.0355, 0.0134, 0.0248, 0.0188, 0.0043, -0.0004, -0.0001, -0.0030, 0.0012, -0.0021, 0.0000, -0.0017, -0.0026, 0.0014, 0.0005, -0.0009, -0.0012, -0.0037, 0.0010, -0.0042, -0.0022, 0.0070, -0.0030, 0.0022, -0.0044, -0.0011, -0.0014, -0.0098, -0.0028, 0.0026, -0.0078, -0.0012, -0.0008, 0.0009, 0.1845, 0.0781, 0.0243, 0.1790, -0.0187, 0.0816, 0.3818, -0.2026, -0.0081, 0.0030, 0.0084, -0.0010, -0.0024, -0.0009, -0.0085, 0.0457, -0.2137, 0.0012, -0.0001, -0.0002, -0.0001, 0.0003, -0.0022, 0.0010, 0.0001, 0.0000, 0.0001],
  "energy_ha": -3762.4725,
  "largest_force_ev_per_a": 3.97,
  "homo_lumo_gap_ev": [4.15, 4.26],
  "total_charge": 3,
  "spin_multiplicity": 4
}